Density functional theory data (ωB97M-V with the def2-TZVPD basis set) for 7 unconnected molecules or ions with the total composition C23H47ClNO9P.

Max |F|: 0.095 Eh/bohr
HOMO: -8.88 eV

Element x y z (Å)
C: -5.2145 -0.7909 0.6501
O: -4.5472 -2.0046 0.2251
C: -3.7923 -2.5858 1.3375
C: -3.1418 -4.0145 0.9260
C: -2.1256 -3.8224 -0.3041
C: -2.0881 -5.0378 -1.3524
C: -2.2584 -4.6137 -2.8874
C: -0.9955 -3.8487 -3.5360
C: 0.3199 -3.8020 -2.6226
C: 1.5559 -3.0841 -3.4140
C: 1.6533 -1.4962 -3.0929
C: 0.2456 -0.7403 -3.1643
C: 0.3233 0.8172 -2.6841
C: -1.1226 1.3790 -2.2902
N: -1.6061 0.9837 -0.9294
C: -0.7109 0.2011 -0.0714
O: -0.5279 -1.0343 -0.0291
C: -0.0655 1.3333 0.8472
C: 1.2464 1.4045 1.6524
C: 1.5598 2.7324 2.4465
P: 3.2279 2.7600 3.3661
C: 3.2074 1.6215 4.8815
C: 4.4262 1.8904 2.1403
C: 0.5583 3.9357 2.4376
C: -0.7892 3.8554 1.6291
Cl: -2.0231 5.1979 1.5898
C: -1.0316 2.5526 0.8456
C: -2.2113 2.0754 -0.1144
O: -3.3837 2.4909 -0.1780
H: -4.5460 -0.2120 1.3863
H: -6.2604 -0.9947 1.1016
H: -5.3904 -0.1388 -0.2882
H: -4.5313 -2.7452 2.2160
H: -2.9694 -1.8567 1.6592
H: -3.9623 -4.7429 0.6167
H: -2.5196 -4.4031 1.8127
H: -2.3027 -2.8201 -0.8238
H: -1.0662 -3.7538 0.1571
H: -2.9977 -5.7114 -1.1014
H: -1.1713 -5.7192 -1.1875
H: -2.4550 -5.5868 -3.4751
H: -3.1875 -3.9590 -3.0601
H: -0.7318 -4.4216 -4.5052
H: -1.3696 -2.8211 -3.8795
H: 0.6202 -4.8375 -2.2279
H: 0.1029 -3.1014 -1.7315
H: 1.5331 -3.3244 -4.5308
H: 2.5114 -3.6032 -2.9994
H: 2.1964 -1.4051 -2.0932
H: 2.3766 -1.0724 -3.8906
H: -0.0447 -0.6877 -4.2833
H: -0.6010 -1.2396 -2.5886
H: 1.1442 1.0078 -1.9130
H: 0.6458 1.3960 -3.6330
H: -1.8690 0.9211 -3.0458
H: -1.1733 2.5160 -2.4853
H: 1.9713 0.5310 1.6520
H: 2.3964 0.8061 4.8485
H: 3.1288 2.2658 5.8372
H: 4.2331 1.1002 4.9522
H: 4.0644 2.2164 1.0920
H: 4.2955 0.7458 2.1722
H: 5.5063 2.2250 2.2748
H: 0.8310 4.8759 3.0192
O: 6.0632 2.6667 5.8819
H: 6.7118 3.3491 5.6697
H: 5.5184 3.0686 6.5702
O: 0.4074 3.6577 6.0622
H: -0.5016 3.9739 5.9881
H: 0.7891 3.8386 5.1933
O: -2.4077 1.7954 -5.4887
H: -3.2735 1.8895 -5.0721
H: -2.2084 2.6814 -5.8155
O: 3.8582 5.4613 5.5322
H: 3.4814 4.6948 5.0754
H: 3.1849 5.7019 6.1812
O: 4.6233 -3.4391 -3.3404
H: 5.1055 -3.6604 -4.1469
H: 4.7790 -4.1949 -2.7602
O: -1.4484 6.4472 -1.7916
H: -2.2146 6.0608 -2.2328
H: -1.5650 6.2029 -0.8647

***

Density functional theory data (ωB97M-V with the def2-TZVPD basis set) for 2 unconnected molecules or ions with the total composition C23H47N2O3.

Max |F|: 0.016 Eh/bohr
HOMO: -11.77 eV
Total charge: +1

Element x y z (Å)
C: -0.7154 -3.5303 -3.2399
C: -0.2935 -3.3704 -1.7749
C: 1.1775 -2.9872 -1.5353
C: 1.7756 -1.9889 -2.5305
C: 1.0425 -0.6358 -2.5470
C: 1.6691 0.4337 -1.6205
C: 0.9559 0.5952 -0.2689
C: -0.4379 1.2882 -0.2761
C: -1.6418 0.3744 0.1128
C: -1.3836 -0.7565 1.1088
C: -0.7093 -0.3563 2.4260
C: -0.0371 -1.5569 3.1271
C: -0.4033 -1.7268 4.5950
O: 0.3082 -0.8284 5.4237
C: -0.3663 0.3408 5.8328
C: -0.4760 2.4704 0.6465
N: -0.3354 3.5857 0.0361
C: -0.0310 3.3649 -1.4165
C: -0.2507 4.5156 -2.3649
C: 0.4158 5.8120 -1.9548
O: -0.1243 6.8636 -2.1111
N: 1.7364 5.6577 -1.4204
C: 1.8356 6.1979 -0.0556
C: 2.7427 6.1962 -2.3639
C: -0.7713 2.0478 -1.5901
H: -0.3025 -2.7659 -3.8993
H: -0.4464 -4.5146 -3.6277
H: -1.8031 -3.4578 -3.3225
H: -0.4405 -4.3320 -1.2822
H: -0.9706 -2.6843 -1.2666
H: 1.2585 -2.5398 -0.5345
H: 1.7952 -3.8876 -1.4924
H: 2.8255 -1.8269 -2.2696
H: 1.7823 -2.4334 -3.5278
H: 1.0328 -0.2523 -3.5715
H: -0.0073 -0.7962 -2.2777
H: 1.7574 1.3794 -2.1589
H: 2.6949 0.1371 -1.3862
H: 1.6278 1.1133 0.4262
H: 0.8346 -0.4037 0.1453
H: -2.4264 1.0212 0.5307
H: -2.0691 -0.0238 -0.8126
H: -2.3497 -1.2082 1.3496
H: -0.7997 -1.5412 0.6295
H: 0.0438 0.4205 2.2732
H: -1.4685 0.0585 3.0994
H: 1.0486 -1.4236 3.0977
H: -0.2515 -2.4855 2.5877
H: -0.1437 -2.7374 4.9187
H: -1.4853 -1.6057 4.7390
H: -1.4495 0.2517 5.7008
H: -0.0156 1.2139 5.2681
H: -0.1610 0.5181 6.8897
H: -0.6538 2.4275 1.7162
H: -0.4229 4.4920 0.4834
H: 1.0459 3.1667 -1.4103
H: 0.2448 4.2138 -3.2961
H: -1.3002 4.7041 -2.5969
H: 1.0568 6.9375 0.1536
H: 1.7808 5.4024 0.6960
H: 2.7957 6.6921 0.0809
H: 2.2799 6.4754 -3.3111
H: 3.2235 7.0896 -1.9627
H: 3.5129 5.4504 -2.5665
H: -0.5626 1.5282 -2.5227
H: -1.8483 2.2533 -1.5669
C: -2.4204 -6.9278 1.6402
C: -1.8854 -6.0764 0.5061
O: -0.6235 -5.4847 0.8166
H: -2.5182 -6.3337 2.5493
H: -3.3960 -7.3440 1.3880
H: -1.7438 -7.7582 1.8528
H: -2.5564 -5.2415 0.3028
H: -1.8040 -6.6716 -0.4096
H: 0.0021 -6.1953 0.9923

***

Density functional theory data (ωB97M-V with the def2-TZVPD basis set) for 3 unconnected molecules or ions with the total composition C23H47N2O8PS.

Max |F|: 0.039 Eh/bohr
HOMO: -8.45 eV

Element x y z (Å)
C: -1.8137 3.0080 -2.4718
O: -0.9077 2.7293 -3.5027
C: -1.4665 2.7952 -4.7973
C: -0.7307 3.7977 -5.6624
C: -1.2635 5.2168 -5.5763
C: -2.7001 5.4311 -6.1237
C: -3.6147 6.2056 -5.1886
C: -4.3960 5.3758 -4.1400
C: -5.7886 5.1785 -4.5945
C: -6.3541 4.2221 -5.3086
P: -5.7231 2.6812 -5.9782
S: -5.1913 1.4400 -4.5739
C: -7.8014 4.5951 -5.4802
O: -8.5958 4.0026 -6.1495
O: -8.0478 5.6962 -4.7435
C: -6.8441 6.1735 -4.2476
O: -6.7289 7.2210 -3.6579
H: -1.9428 4.0832 -2.3381
H: -1.4259 2.6260 -1.5404
H: -2.7921 2.5569 -2.6084
H: -1.4115 1.8074 -5.2353
H: -2.5187 3.0541 -4.7783
H: 0.2908 3.8122 -5.3083
H: -0.7877 3.4375 -6.6797
H: -0.6209 5.8115 -6.2074
H: -1.2203 5.6097 -4.5685
H: -2.6286 5.9610 -7.0591
H: -3.1319 4.4632 -6.3523
H: -4.3612 6.6983 -5.7988
H: -3.0650 7.0007 -4.7102
H: -4.4587 5.9923 -3.2539
H: -3.9189 4.4555 -3.8461
H: -4.7506 2.9492 -6.9544
H: -6.8138 2.1622 -6.6859
C: -0.5014 2.3003 1.5904
O: -0.6600 1.0985 0.8615
C: 0.5477 0.6144 0.2781
C: 1.0577 -0.6173 0.9975
N: 1.5660 -0.2967 2.3255
C: 1.8133 -1.4538 3.1885
C: 0.6588 -2.3922 3.5229
O: -0.3322 -1.8355 4.3728
C: -1.2898 -1.0105 3.7395
H: -1.4942 2.7042 1.7853
H: -0.0134 2.1324 2.5563
H: 0.0702 3.0409 1.0238
H: 1.3125 1.3939 0.2236
H: 0.2984 0.3285 -0.7474
H: 1.8647 -1.0626 0.4079
H: 0.2305 -1.3371 1.0367
H: 0.9109 0.3135 2.7924
H: 2.1971 -1.0622 4.1339
H: 2.6167 -2.0465 2.7422
H: 1.0851 -3.2237 4.0792
H: 0.1973 -2.8301 2.6297
H: -1.5271 -1.3574 2.7309
H: -0.9581 0.0311 3.7040
H: -2.2005 -1.0399 4.3385
C: 7.4861 -4.9055 4.9896
O: 7.0210 -6.1080 4.4081
C: 6.5421 -7.0699 5.3394
C: 5.0349 -7.2090 5.2826
N: 4.3650 -6.0281 5.8135
C: 2.9301 -5.9545 5.5413
C: 2.4499 -5.9530 4.0918
O: 2.7545 -4.7773 3.3636
C: 4.0711 -4.7046 2.8459
H: 8.0321 -4.3610 4.2209
H: 6.6631 -4.2701 5.3346
H: 8.1625 -5.1015 5.8258
H: 6.8837 -6.8461 6.3538
H: 6.9803 -8.0283 5.0482
H: 4.7365 -8.0803 5.8730
H: 4.7656 -7.4017 4.2363
H: 4.8034 -5.2006 5.4352
H: 2.5692 -5.0329 6.0043
H: 2.4406 -6.7824 6.0639
H: 1.3580 -5.9973 4.1217
H: 2.7751 -6.8407 3.5370
H: 4.4481 -5.6840 2.5440
H: 4.7560 -4.2481 3.5651
H: 4.0462 -4.0575 1.9685

***

Density functional theory data (ωB97M-V with the def2-TZVPD basis set) for 4 unconnected molecules or ions with the total composition C23H47N4O9S4.

Max |F|: 0.043 Eh/bohr
HOMO: -11.92 eV
Total charge: +1

Element x y z (Å)
C: 0.9002 -1.7967 0.3771
C: 1.4438 -1.1754 -0.9507
C: 0.4447 -0.1530 -1.5799
C: 0.6952 1.2942 -1.1091
C: -0.0443 2.3852 -1.9725
N: 0.4674 1.5126 0.3267
C: 1.3229 2.1260 1.1220
N: 2.5145 2.6544 0.8397
N: 0.8692 2.2127 2.3901
C: -0.3147 1.6298 2.3328
S: -1.2527 1.5381 3.8339
N: -0.5990 1.2203 1.1110
C: -1.8315 0.5689 0.6772
O: -2.8869 1.3352 1.2362
C: -4.1352 0.8207 0.8339
O: -4.8242 1.8712 0.2030
C: -5.8840 1.3845 -0.6099
C: -6.9705 0.6194 0.1983
O: -8.2874 1.0605 -0.0938
H: -0.1280 -1.5127 0.6115
H: 0.8985 -2.8872 0.2770
H: 1.6127 -1.5592 1.1758
H: 2.4100 -0.6801 -0.8027
H: 1.5302 -1.9841 -1.6837
H: -0.5896 -0.4975 -1.4896
H: 0.6749 -0.1601 -2.6609
H: 1.7581 1.4804 -1.2804
H: -0.9841 2.7135 -1.5149
H: 0.6290 3.2524 -2.0176
H: -0.1718 2.0726 -3.0169
H: 3.0704 2.4269 0.0333
H: 2.8378 3.3868 1.4654
H: -1.2642 0.2009 4.0774
H: -1.9681 0.5801 -0.4065
H: -1.8669 -0.4294 1.1328
H: -4.6970 0.4767 1.7149
H: -4.0521 -0.0114 0.1072
H: -6.3704 2.2187 -1.1255
H: -5.4862 0.7151 -1.3951
H: -6.9034 -0.4585 -0.0317
H: -6.8413 0.7286 1.2786
H: -8.4505 0.9743 -1.0425
C: 0.6210 -0.7435 -7.7982
C: 0.3516 0.7213 -8.1538
C: -0.3068 1.3764 -6.9342
S: 0.2798 0.4710 -5.4997
O: -0.8411 -0.2035 -4.8901
O: 1.1708 1.3106 -4.7295
C: 1.2495 -0.7252 -6.4083
H: 1.2749 -1.2229 -8.5252
H: -0.3207 -1.2971 -7.7743
H: 1.2973 1.2215 -8.3739
H: -0.2795 0.8134 -9.0366
H: -0.0245 2.4224 -6.8365
H: -1.3915 1.2852 -6.9650
H: 1.2095 -1.6893 -5.9051
H: 2.2765 -0.3609 -6.4436
C: 2.8101 3.8694 6.8828
C: 3.0476 5.3834 6.8380
C: 3.8438 5.6853 5.5630
S: 3.4142 4.3987 4.3890
O: 4.5869 3.6032 4.1212
O: 2.6233 4.9648 3.3169
C: 2.3410 3.4808 5.4843
H: 2.0757 3.5971 7.6397
H: 3.7451 3.3558 7.1192
H: 2.0866 5.9015 6.8033
H: 3.5765 5.7356 7.7226
H: 3.5841 6.6539 5.1418
H: 4.9172 5.6326 5.7377
H: 2.4296 2.4165 5.2781
H: 1.3191 3.8144 5.3035
C: 0.2634 -8.1503 1.2073
C: 1.6327 -7.7372 0.6548
C: 1.4755 -6.3441 0.0337
S: 0.1347 -5.5479 0.9233
O: -0.9619 -5.3340 0.0114
O: 0.6651 -4.4819 1.7376
C: -0.2575 -6.9392 1.9744
H: 0.3337 -9.0281 1.8480
H: -0.4117 -8.3879 0.3819
H: 2.3572 -7.6966 1.4711
H: 2.0053 -8.4528 -0.0770
H: 2.3790 -5.7476 0.1410
H: 1.1916 -6.4025 -1.0161
H: -1.3296 -6.9713 2.1562
H: 0.2796 -6.8066 2.9137

***

Number 1: E_tot -2437.7201 a.u., LUMO level -1.22 eV. Number 2: E_tot -1239.4928 a.u., LUMO level -3.79 eV. Number 3: E_tot -2355.4029 a.u., LUMO level -1.48 eV. Number 4: E_tot -3393.2026 a.u., LUMO level -2.00 eV.